i:
The following is a DFT calculation (ωB97M-V with the def2-TZVPD basis set) of 2 unconnected molecules or ions with the total composition C3H10O3.

Bonds (Å) are listed after each position.
CARTESIAN COORDINATES (ANGSTROEM)
1 O -0.0745 -0.9671 -2.3589  C2 1.427, H6 0.960
2 C -0.7927 -0.6417 -1.1692  O1 1.427, C3 1.565, H7 1.084, H8 1.171
3 C 0.0706 -1.0860 0.0584  C2 1.565, C4 1.542, H9 1.016, H10 1.130
4 C -0.4617 -0.7024 1.4543  C3 1.542, O5 1.419, H11 1.110, H12 1.152
5 O 0.3778 -1.0019 2.5589  C4 1.419, H13 0.967
6 H 0.3824 -0.1719 -2.6437  O1 0.960
7 H -0.9651 0.4288 -1.1678  C2 1.084
8 H -1.8204 -1.2028 -1.1551  C2 1.171
9 H 0.1827 -2.0954 0.0371  C3 1.016
10 H 1.0682 -0.5865 -0.1217  C3 1.130
11 H -0.7796 0.3458 1.6322  C4 1.110
12 H -1.4654 -1.2532 1.5783  C4 1.152
13 H 1.2024 -0.5186 2.4096  O5 0.967
14 O 0.7184 3.2025 -0.0987  H15 0.944, H16 0.994
15 H 1.6084 3.5112 -0.0366  O14 0.944
16 H 0.7485 2.7393 -0.9772  O14 0.994

The net charge is 0. Its molar mass is 94.11 g mol⁻¹. Its SMILES is OCCCO.O. The LUMO energy is 0.27 eV.

Atom charges from the natural (NBO) analysis, given in e for atoms 1 to 8: atom 1 (O): -0.7195, atom 2 (C): -0.0521, atom 3 (C): -0.4373, atom 4 (C): -0.0673, atom 5 (O): -0.7121, atom 6 (H): 0.4630, atom 7 (H): 0.1616, atom 8 (H): 0.1734

ii:
The following is a DFT calculation (ωB97M-V with the def2-TZVPD basis set) of 3 unconnected molecules or ions with the total composition C3H10O3.

Bonds (Å) are listed after each position.
CARTESIAN COORDINATES (ANGSTROEM)
1 C -1.5403 1.2194 1.1598  C2 1.495, H5 1.087, H6 1.090, H7 1.092
2 C -0.1090 0.8714 1.4144  C1 1.495, C3 1.333, H8 1.097
3 C 0.6285 -0.1208 0.9152  C2 1.333, O4 1.379, H9 1.083
4 O 1.9520 -0.4215 1.1569  C3 1.379, H10 0.978
5 H -1.5654 1.5873 0.1374  C1 1.087
6 H -2.2277 0.4581 1.5275  C1 1.090
7 H -1.7462 2.0630 1.8212  C1 1.092
8 H 0.4854 1.7278 1.7546  C2 1.097
9 H 0.1706 -0.9998 0.4795  C3 1.083
10 H 2.3105 0.3107 1.6973  O4 0.978
11 O 3.2618 -2.4454 -2.6499  H12 0.955, H13 0.957
12 H 3.0204 -3.3463 -2.4455  O11 0.955
13 H 2.8024 -1.9141 -2.0001  O11 0.957
14 O -3.7875 1.0939 -1.2008  H15 0.977, H16 0.940
15 H -4.5610 1.2366 -0.6214  O14 0.977
16 H -4.1026 1.5123 -1.9818  O14 0.940

The net charge is 0. Its molar mass is 94.11 g mol⁻¹. Its SMILES is C/C=C/O.O.O. The LUMO energy is 0.76 eV.

Atom charges from the natural (NBO) analysis, given in e for atoms 1 to 8: atom 1 (C): -0.6433, atom 2 (C): -0.3022, atom 3 (C): 0.1418, atom 4 (O): -0.6813, atom 5 (H): 0.2420, atom 6 (H): 0.2188, atom 7 (H): 0.2091, atom 8 (H): 0.1755

iii:
The following is a DFT calculation (ωB97M-V with the def2-TZVPD basis set) of 2 unconnected molecules or ions with the total composition C3H10O3.

Bonds (Å) are listed after each position.
CARTESIAN COORDINATES (ANGSTROEM)
1 O 2.5530 -0.6120 -0.8646  C2 1.442, H6 0.966
2 C 1.5711 -1.0339 0.1040  O1 1.442, C3 1.501, H7 1.097, H8 1.084
3 C 0.1701 -0.9334 -0.4259  C2 1.501, C4 1.547, H9 1.094, H10 1.103
4 C -0.9044 -1.9335 0.0638  C3 1.547, O5 1.444, H11 1.077, H12 1.091
5 O -0.2279 -3.1181 0.5385  C4 1.444, H13 0.960
6 H 2.2774 -1.1307 -1.6321  O1 0.966
7 H 1.7549 -0.5633 1.0772  C2 1.097
8 H 1.8249 -2.0496 0.3832  C2 1.084
9 H 0.0833 -1.0024 -1.5144  C3 1.094
10 H -0.2266 0.0927 -0.3449  C3 1.103
11 H -1.4584 -2.2864 -0.7896  C4 1.077
12 H -1.4897 -1.5284 0.8912  C4 1.091
13 H -0.7865 -3.5660 1.1786  O5 0.960
14 O -1.8195 6.3170 0.6846  H15 0.960, H16 0.957
15 H -2.2345 7.1748 0.5656  O14 0.960
16 H -1.0873 6.1733 0.0848  O14 0.957

The net charge is 0. Its molar mass is 94.11 g mol⁻¹. Its SMILES is OCCCO.O. The LUMO energy is 0.83 eV.

Atom charges from the natural (NBO) analysis, given in e for atoms 1 to 8: atom 1 (O): -0.7073, atom 2 (C): -0.0829, atom 3 (C): -0.4648, atom 4 (C): -0.0563, atom 5 (O): -0.7425, atom 6 (H): 0.4565, atom 7 (H): 0.1825, atom 8 (H): 0.1857

iv:
The following is a DFT calculation (ωB97M-V with the def2-TZVPD basis set) of 3 unconnected molecules or ions with the total composition C3H10O3.

Bonds (Å) are listed after each position.
CARTESIAN COORDINATES (ANGSTROEM)
1 C -0.6088 1.7789 0.7194  C2 1.473, H5 1.088, H6 1.133, H7 1.133
2 C -1.6686 1.0313 1.4170  C1 1.473, C3 1.559, H8 1.100, H9 1.142
3 C -1.2665 0.1447 2.6347  C2 1.559, O4 1.245, H10 1.140
4 O -0.2689 -0.5950 2.5428  C3 1.245
5 H -0.8891 2.1376 -0.2689  C1 1.088
6 H -0.3318 2.7592 1.2144  C1 1.133
7 H 0.3704 1.2373 0.5401  C1 1.133
8 H -2.1492 0.3900 0.6637  C2 1.100
9 H -2.5729 1.6312 1.7734  C2 1.142
10 H -2.2913 -0.1395 3.0464  C3 1.140
11 O 0.2497 -1.6255 -6.7691  H12 0.918, H13 0.925
12 H -0.4833 -1.5855 -7.3207  O11 0.918
13 H 0.1521 -0.8808 -6.2298  O11 0.925
14 O 3.0156 -0.4590 1.2196  H15 0.961, H16 0.933
15 H 3.3937 -1.2407 0.8080  O14 0.961
16 H 2.0935 -0.6014 1.2005  O14 0.933

The net charge is 0. Its molar mass is 94.11 g mol⁻¹. Its SMILES is CCC=O.O.O. The LUMO energy is 0.11 eV.

Atom charges from the natural (NBO) analysis, given in e for atoms 1 to 8: atom 1 (C): -0.6303, atom 2 (C): -0.5117, atom 3 (C): 0.4309, atom 4 (O): -0.5139, atom 5 (H): 0.2171, atom 6 (H): 0.2130, atom 7 (H): 0.2289, atom 8 (H): 0.2387

Most stable: i. Least stable: iv.

i:
The following is a DFT calculation (ωB97M-V with the def2-TZVPD basis set) of a single C3H4S molecule.

Bonds (Å) are listed after each position.
CARTESIAN COORDINATES (ANGSTROEM)
1 C 0.4404 0.7658 0.7412  C2 1.452, H5 1.088, H6 1.091, H7 1.092
2 C -0.0368 -0.2856 -0.1390  C1 1.452, C3 1.383, S4 1.853
3 C -0.8557 -0.8114 -1.1215  C2 1.383, S4 1.831, H8 1.057
4 S 0.3720 -2.0449 -0.5529  C2 1.853, C3 1.831
5 H 0.7803 0.3401 1.6826  C1 1.088
6 H -0.3484 1.4935 0.9354  C1 1.091
7 H 1.2881 1.2772 0.2803  C1 1.092
8 H -1.6399 -0.7347 -1.8261  C3 1.057

The net charge is 0. Its molar mass is 72.13 g mol⁻¹. Its SMILES is CC1=CS1. The LUMO energy is 0.99 eV.

For each atom in turn, the natural (NBO) charge in e is: atom 1 (C): -0.6770, atom 2 (C): -0.0179, atom 3 (C): -0.2993, atom 4 (S): 0.0265, atom 5 (H): 0.2408, atom 6 (H): 0.2398, atom 7 (H): 0.2453, atom 8 (H): 0.2418

ii:
The following is a DFT calculation (ωB97M-V with the def2-TZVPD basis set) of 2 unconnected molecules or ions with the total composition C3H4S.

Bonds (Å) are listed after each position.
CARTESIAN COORDINATES (ANGSTROEM)
1 C -1.1171 -0.5943 -0.8087  C2 1.439, C3 1.432
2 C -1.4106 0.6858 -0.2206  C1 1.439, C3 1.388, H4 1.097
3 C -1.5191 -0.4572 0.5591  C1 1.432, C2 1.388, H5 1.072
4 H -1.4332 1.7716 -0.3779  C2 1.097
5 H -1.6553 -1.0163 1.4638  C3 1.072
6 S 2.3263 0.3688 0.1529  H7 1.306, H8 1.256
7 H 2.8103 -0.8397 0.2562  S6 1.306
8 H 1.9987 0.0814 -1.0247  S6 1.256

The net charge is 0. Its molar mass is 72.13 g mol⁻¹. Its SMILES is C1=CC=1.S. The LUMO energy is 0.75 eV.

For each atom in turn, the natural (NBO) charge in e is: atom 1 (C): -0.1177, atom 2 (C): -0.1786, atom 3 (C): -0.1782, atom 4 (H): 0.2391, atom 5 (H): 0.2342, atom 6 (S): -0.2681, atom 7 (H): 0.1381, atom 8 (H): 0.1312

Most stable: i. Least stable: ii.

i:
The following is a DFT calculation (ωB97M-V with the def2-TZVPD basis set) of 2 unconnected molecules or ions with the total composition C3H9N2O3.

Bonds (Å) are listed after each position.
CARTESIAN COORDINATES (ANGSTROEM)
1 N 2.2776 2.2315 0.4067  C2 1.456, H5 0.997, H6 1.051
2 C 1.8500 0.9065 -0.0203  N1 1.456, O3 1.274, O4 1.274
3 O 1.1866 0.9050 -1.1074  C2 1.274
4 O 2.1534 -0.0826 0.7224  C2 1.274
5 H 3.0361 2.2067 1.0528  N1 0.997
6 H 2.4629 2.8691 -0.4076  N1 1.051
7 C -0.2463 -1.6398 0.8583  N8 1.519, H11 1.111, H12 1.087, H13 1.087
8 N -1.5994 -1.1760 0.3460  C7 1.519, C9 1.491, H14 1.016
9 C -1.5128 -0.0963 -0.6790  N8 1.491, O10 1.415, H15 1.105, H16 1.089
10 O -2.7781 0.1045 -1.2789  C9 1.415, H17 0.924
11 H 0.3091 -1.9577 -0.0497  C7 1.111
12 H -0.4168 -2.4593 1.5510  C7 1.087
13 H 0.3561 -0.8532 1.3044  C7 1.087
14 H -2.2725 -0.8110 1.0144  N8 1.016
15 H -1.1267 0.8719 -0.3134  C9 1.105
16 H -0.8680 -0.4620 -1.4767  C9 1.089
17 H -2.8112 -0.5573 -1.9232  O10 0.924

The net charge is -1. Its molar mass is 121.12 g mol⁻¹. The LUMO energy is 3.82 eV.

Atom charges from the natural (NBO) analysis, given in e for atoms 1 to 8: atom 1 (N): -0.9211, atom 2 (C): 0.8617, atom 3 (O): -0.8203, atom 4 (O): -0.8152, atom 5 (H): 0.3530, atom 6 (H): 0.3597, atom 7 (C): -0.4276, atom 8 (N): -0.6786

ii:
The following is a DFT calculation (ωB97M-V with the def2-TZVPD basis set) of 2 unconnected molecules or ions with the total composition C3H9N2O3.

Bonds (Å) are listed after each position.
CARTESIAN COORDINATES (ANGSTROEM)
1 C -1.0428 -0.2941 0.5848  N2 1.493, C6 1.539, H8 1.083, H9 1.084
2 N -0.3866 0.8339 -0.1415  C1 1.493, C3 1.383, H10 0.997
3 C 0.3403 1.8321 0.4821  N2 1.383, O4 1.269, O5 1.255
4 O 0.5079 1.6912 1.7324  C3 1.269
5 O 0.7774 2.7666 -0.2326  C3 1.255
6 C -0.8214 -1.5246 -0.3133  C1 1.539, N7 1.476, H11 1.093, H12 1.088
7 N -1.0638 -2.8572 0.2725  C6 1.476, H13 1.009, H14 1.003
8 H -2.1121 -0.1600 0.6943  C1 1.083
9 H -0.4241 -0.2189 1.4712  C1 1.084
10 H -0.6615 0.8409 -1.0994  N2 0.997
11 H -1.6094 -1.4912 -1.0702  C6 1.093
12 H 0.1426 -1.4942 -0.8170  C6 1.088
13 H -2.0599 -2.9722 0.3870  N7 1.009
14 H -0.5867 -3.0475 1.1345  N7 1.003
15 H 2.9702 1.4931 -0.4664  O17 0.954
16 H 2.6834 2.6273 -1.4190  O17 0.956
17 O 3.3465 1.9749 -1.1993  H15 0.954, H16 0.956

The net charge is -1. Its molar mass is 121.12 g mol⁻¹. The LUMO energy is 3.67 eV.

Atom charges from the natural (NBO) analysis, given in e for atoms 1 to 8: atom 1 (C): -0.2623, atom 2 (N): -0.6844, atom 3 (C): 0.8534, atom 4 (O): -0.8211, atom 5 (O): -0.8286, atom 6 (C): -0.2201, atom 7 (N): -0.8512, atom 8 (H): 0.1550

Most stable: ii. Least stable: i.

i:
The following is a DFT calculation (ωB97M-V with the def2-TZVPD basis set) of a gas-phase ion, C4H10NS (charge -1).

Bonds (Å) are listed after each position.
CARTESIAN COORDINATES (ANGSTROEM)
1 C -2.5508 -0.0569 0.1178  C2 1.547, H7 1.096, H8 1.123, H9 1.096
2 C -1.0617 0.3594 0.0582  C1 1.547, N3 1.499, H10 1.086, H11 1.087
3 N -0.1460 -0.8085 -0.1501  C2 1.499, C4 1.529, H12 1.137
4 C 1.3187 -0.6057 -0.5406  N3 1.529, C5 1.470, H13 1.096, H14 1.104
5 C 2.0039 0.5436 0.0686  C4 1.470, S6 1.906, H15 1.073, H16 1.140
6 S 3.8772 0.5504 -0.2813  C5 1.906
7 H -2.8287 0.0060 1.1762  C1 1.096
8 H -2.7293 -1.1130 -0.2212  C1 1.123
9 H -3.2278 0.5998 -0.4412  C1 1.096
10 H -0.7251 1.0323 -0.7242  C2 1.086
11 H -0.7096 0.8784 0.9455  C2 1.087
12 H -0.0015 -1.3917 0.8151  N3 1.137
13 H 1.7296 -1.4888 -0.0390  C4 1.096
14 H 1.4465 -0.5813 -1.6367  C4 1.104
15 H 1.6670 1.4717 -0.3519  C5 1.073
16 H 1.9375 0.6044 1.2047  C5 1.140

The net charge is -1. Its molar mass is 104.20 g mol⁻¹. Its SMILES is CCNCC[S-]. The LUMO energy is 3.58 eV.

Atom charges from the natural (NBO) analysis, given in e for atoms 1 to 8: atom 1 (C): -0.6256, atom 2 (C): -0.2401, atom 3 (N): -0.6468, atom 4 (C): -0.2360, atom 5 (C): -0.5320, atom 6 (S): -0.7564, atom 7 (H): 0.1954, atom 8 (H): 0.2180

ii:
The following is a DFT calculation (ωB97M-V with the def2-TZVPD basis set) of 2 unconnected molecules or ions with the total composition C4H10NS.

Bonds (Å) are listed after each position.
CARTESIAN COORDINATES (ANGSTROEM)
1 C -2.4759 0.7067 -0.6834  C2 1.359, H3 1.092, H4 1.116
2 C -3.6248 1.3371 -0.3239  C1 1.359, H5 1.096, H6 1.069
3 H -2.2938 -0.3406 -0.4341  C1 1.092
4 H -1.6885 1.2424 -1.2659  C1 1.116
5 H -4.4336 0.6908 0.0350  C2 1.096
6 H -3.6325 2.4063 -0.3463  C2 1.069
7 C 2.0808 -1.0335 -0.2000  C8 1.558, N10 1.465, H11 1.108, H12 1.105
8 C 1.8008 -0.9898 1.3321  C7 1.558, S9 1.802, H13 1.123, H14 1.113
9 S 0.2008 -0.2251 1.6529  C8 1.802
10 N 1.6818 0.2005 -0.8819  C7 1.465, H15 1.029, H16 1.047
11 H 1.4906 -1.8520 -0.6581  C7 1.108
12 H 3.1513 -1.2194 -0.4023  C7 1.105
13 H 2.6121 -0.3802 1.8133  C8 1.123
14 H 1.8032 -2.0616 1.6338  C8 1.113
15 H 2.4200 0.9121 -0.9663  N10 1.029
16 H 0.9078 0.6064 -0.3050  N10 1.047

The net charge is -1. Its molar mass is 104.20 g mol⁻¹. The LUMO energy is 3.99 eV.

Atom charges from the natural (NBO) analysis, given in e for atoms 1 to 8: atom 1 (C): -0.3327, atom 2 (C): -0.4638, atom 3 (H): 0.2159, atom 4 (H): 0.1925, atom 5 (H): 0.1872, atom 6 (H): 0.1873, atom 7 (C): -0.2222, atom 8 (C): -0.5487

Most stable: i. Least stable: ii.